Entry 1:
Density functional theory data (wB97M-V/def2-TZVPD) for 2 unconnected molecules or ions with the total composition C5H15N2O.

LUMO level, hartree: -0.10987
Strongest force on any atom, hartree/bohr: 0.08729
ΔE to the lowest compared entry with this formula, charge and spin, kcal/mol: 54.7
Calculated total energy, hartree: -383.96387

```
! wB97M-V def2-TZVPD RIJCOSX def2/J DEFGRID3
* xyz 1 1
H -2.54250 1.75590 -0.38230
C 0.28703 -1.01635 1.95656
H 1.00653 -0.44504 -1.90355
H -3.34384 0.87330 -1.46903
N -2.42941 1.08989 -1.08767
H 0.02426 0.03601 3.69546
H 1.15110 1.03198 -1.29746
C -1.84729 -0.19148 -0.43349
H -1.93537 -0.81313 -1.22610
H 3.55888 0.13396 -0.21767
C 0.39806 -1.05835 0.46586
H 0.06924 -2.03906 0.07383
H 3.89365 0.26971 -1.65307
H 0.15613 -2.02684 2.44190
H -0.10057 1.05712 2.30306
C -0.36685 0.02862 -0.20089
H 1.43328 -1.04225 0.11775
H -0.22357 0.74517 -2.20884
H -2.43038 -0.27504 0.45702
C -0.00517 0.05616 2.68260
H -0.36589 0.97700 0.48138
O 3.22233 0.53486 -1.05243
N 0.39036 0.31786 -1.54292
*
```

Löwdin atomic charge list, values in e, 4 entries: number 1, H, carries 0.0402; number 2, C, carries -0.1369; number 3, H, carries 0.1675; number 4, H, carries 0.0788

Entry 2:
Density functional theory data (wB97M-V/def2-TZVPD) for 2 unconnected molecules or ions with the total composition C5H15N2O.

LUMO level, hartree: -0.11524
Strongest force on any atom, hartree/bohr: 0.05078
ΔE to the lowest compared entry with this formula, charge and spin, kcal/mol: 41.5
Calculated total energy, hartree: -383.98492

```
! wB97M-V def2-TZVPD RIJCOSX def2/J DEFGRID3
* xyz 1 1
H 3.32652 2.81650 -0.90539
C -1.01587 -2.34500 2.20388
H -2.05539 -2.54686 2.44784
H -1.41974 -2.07057 -0.12840
H 3.01763 1.49831 -0.20904
H -0.51188 -3.12876 1.64471
N 0.70852 -0.80712 1.39476
C -0.47704 -0.22861 -0.86274
H -0.66761 2.25875 -2.89663
H 0.46076 -0.62616 -1.23389
O 2.75617 2.04177 -0.95214
H -2.36116 -0.71162 0.07313
H 0.39577 2.59596 -1.63104
H -1.57877 1.54489 -0.69220
H 1.27031 -1.57924 1.05366
C -0.86844 0.98093 -1.21592
C -1.31047 -1.00850 0.09360
N -0.12007 1.86531 -2.13163
C -0.75124 -0.97923 1.56083
H 0.57340 1.27588 -2.59983
H -0.51534 -2.31843 3.17853
H -1.05285 -0.11160 2.14020
H 1.13708 -0.66281 2.27661
*
```

Löwdin atomic charge list, values in e, 4 entries: number 1, H, carries 0.0542; number 2, C, carries -0.0689; number 3, H, carries 0.0839; number 4, H, carries 0.1160

Entry 3:
Density functional theory data (wB97M-V/def2-TZVPD) for 2 unconnected molecules or ions with the total composition C5H15N2O2.

LUMO level, hartree: 0.13414
Strongest force on any atom, hartree/bohr: 0.09209
ΔE to the lowest compared entry with this formula, charge and spin, kcal/mol: 47.2
Calculated total energy, hartree: -459.42324

```
! wB97M-V def2-TZVPD RIJCOSX def2/J DEFGRID3
* xyz -1 1
H -0.86205 1.05842 -1.34148
N 0.39067 0.75064 2.49782
H -0.40666 -1.73897 -3.26413
H 0.02190 -0.24384 2.38091
H -1.68188 -1.04646 -2.70261
N -1.21392 0.19748 -0.90239
H 3.09413 0.03630 0.65552
H 2.34062 1.13303 2.48877
O -1.35350 -1.79244 -3.23975
H -0.41748 -1.36791 0.51774
H -3.20965 0.16294 -0.61201
O -2.31190 0.55710 1.16762
H 2.00804 -1.16079 1.35742
C 1.26872 -0.29279 -0.48857
H -0.39452 -1.51152 -1.22035
H -0.47652 1.25593 2.05136
C -2.37251 0.77126 -0.12818
C 2.09010 -0.21185 0.73994
H -2.59881 1.79697 -0.25571
H 1.77312 -1.06548 -1.13884
C -0.22861 -0.77475 -0.37891
C 1.64196 0.97235 1.75092
H 1.62235 1.89332 1.13550
H 1.27638 0.62106 -1.07061
*
```

Löwdin atomic charge list, values in e, 4 entries: number 1, H, carries 0.0843; number 2, N, carries -0.0500; number 3, H, carries 0.0036; number 4, H, carries 0.0611

Entry 4:
Density functional theory data (wB97M-V/def2-TZVPD) for 2 unconnected molecules or ions with the total composition C5H15N2O2.

LUMO level, hartree: 0.14573
Strongest force on any atom, hartree/bohr: 0.07655
ΔE to the lowest compared entry with this formula, charge and spin, kcal/mol: 44.6
Calculated total energy, hartree: -459.42743

```
! wB97M-V def2-TZVPD RIJCOSX def2/J DEFGRID3
* xyz -1 1
C -0.43324 -1.76111 0.87937
C 0.97927 -0.98827 1.28496
N -1.40180 -0.76589 0.51310
H 0.83244 -0.04654 1.88726
C 1.33950 1.60175 -0.53526
H -0.94564 0.10139 0.13901
H -2.21579 -1.12655 -1.52690
H -0.70610 2.15353 -0.63905
C 2.29186 0.46728 -0.38194
H -3.50659 -0.61128 -0.41773
H -1.94182 3.05741 -0.92973
H -0.08009 -2.42355 0.01454
H 1.04493 -1.31062 -0.70717
H -2.81201 -2.24472 0.03059
H 2.97934 0.67355 0.44655
H -0.70774 -2.28714 1.73985
O -1.19080 3.16761 -0.42357
H 1.53360 -1.64052 1.88753
N 1.65172 -0.79209 0.03402
O 0.08719 1.14368 -0.92894
H 2.89948 0.32358 -1.33650
H 1.52311 2.48570 -1.15198
C -2.47765 -1.23146 -0.40065
H 1.25681 2.05427 0.52265
*
```

Löwdin atomic charge list, values in e, 4 entries: number 1, C, carries -0.2359; number 2, C, carries -0.2089; number 3, N, carries -0.1526; number 4, H, carries 0.1253

Entry 5:
Density functional theory data (wB97M-V/def2-TZVPD) for 2 unconnected molecules or ions with the total composition C5H15N2O2.

LUMO level (spin up / spin down), hartree: 0.02307 / 0.01731
Strongest force on any atom, hartree/bohr: 0.11984
ΔE to the lowest compared entry with this formula, charge and spin, kcal/mol: 97.3
Calculated total energy, hartree: -459.24985

```
! wB97M-V def2-TZVPD RIJCOSX def2/J DEFGRID3
* xyz 0 2
C -0.03974 -1.18805 0.56673
O -0.87072 -2.27453 -1.06210
H -0.87887 -0.16631 -1.34583
C 0.85144 -0.07511 1.08589
H -2.58014 1.38719 -0.33110
H 1.68751 3.05779 -1.37277
H 0.21590 1.60454 -0.25165
H -1.67518 -2.18114 1.01663
C 2.35480 1.23572 -0.47786
N 2.48188 2.43302 -1.11343
H -0.99870 -2.76339 -1.85978
H -3.72829 1.30011 0.70020
C 1.07453 0.97958 0.16253
H 1.82857 -0.72386 1.15483
H -2.11418 -0.54246 1.05533
H 3.45063 2.63087 -1.56207
H 0.39337 -2.18679 0.62974
H 0.65786 -1.02136 -1.48034
H -1.18818 -1.07079 2.34099
H 3.39612 0.56257 -0.56245
H 0.32720 0.33385 2.01563
O -2.97479 0.88332 0.36133
N -1.36686 -1.17389 1.31199
C -0.30415 -1.04089 -0.98243
*
```

Löwdin atomic charge list, values in e, 4 entries: number 1, C, carries -0.3561; number 2, O, carries -0.1168; number 3, H, carries 0.1090; number 4, C, carries -0.2642

Entry 6:
Density functional theory data (wB97M-V/def2-TZVPD) for 2 unconnected molecules or ions with the total composition C5H15N2O2.

LUMO level, hartree: -0.10107
Strongest force on any atom, hartree/bohr: 0.15428
ΔE to the lowest compared entry with this formula, charge and spin, kcal/mol: 61.0
Calculated total energy, hartree: -459.22057

```
! wB97M-V def2-TZVPD RIJCOSX def2/J DEFGRID3
* xyz 1 1
C 1.40341 0.34435 1.15399
H 0.30614 -2.93346 -2.78349
H -0.29488 -1.22243 -2.93558
H -1.55216 1.27509 1.18334
N -0.65569 -1.94346 -1.02836
H -0.53325 -2.76290 -0.55537
H -0.31424 -1.25952 -0.34189
C -0.68107 1.76694 0.61978
H 2.08077 3.04341 1.98057
C 1.05642 2.72072 2.22768
H 3.18958 -0.38497 1.58726
O 2.59892 0.42992 1.50250
O 0.86939 -0.52633 0.49314
H -0.66890 1.47376 -0.46724
H -2.25702 -0.74129 -1.68661
H -2.33598 -2.45460 -2.07106
C 0.21078 -1.95862 -2.20443
N 0.61095 1.71769 1.24861
H 0.99410 2.16550 3.16282
H -0.91706 2.83641 0.58987
C -2.09755 -1.71829 -1.27898
H 0.37960 3.63113 2.12722
H -2.60917 -1.90520 -0.41430
H 1.21693 -1.59384 -2.10946
*
```

Löwdin atomic charge list, values in e, 4 entries: number 1, C, carries -0.4925; number 2, H, carries 0.1297; number 3, H, carries 0.1305; number 4, H, carries 0.1087

Entry 7:
Density functional theory data (wB97M-V/def2-TZVPD) for C5H15N2S in the gas phase.

LUMO level (spin up / spin down), hartree: 0.02791 / 0.02410
Strongest force on any atom, hartree/bohr: 0.04436
ΔE to the lowest compared entry with this formula, charge and spin, kcal/mol: 59.2
Calculated total energy, hartree: -707.04183

```
! wB97M-V def2-TZVPD RIJCOSX def2/J DEFGRID3
* xyz 0 2
H -1.13197 -3.21250 -0.74842
H 1.19977 0.71096 1.05731
H -1.05866 -0.55547 1.70544
H -2.57613 -0.77430 -0.21555
H 1.44872 1.75042 -1.85073
H -0.50834 -0.20857 -1.18661
H -2.69151 -2.94798 -1.19242
C -0.73939 -1.13208 0.83494
H -3.28071 -1.57862 2.08248
H -0.13574 1.52600 0.16589
N 0.10898 -0.43538 -0.36915
H 3.54416 2.48768 0.55506
N -1.82288 -2.49940 -0.97180
S 2.46684 2.95152 -0.10166
H -3.94027 -2.57566 0.88922
H 2.56780 0.66996 -0.93386
H 0.72875 -1.17347 -0.79148
H -0.11101 -1.91278 1.24950
C 0.72821 0.88097 0.09603
H -2.55262 -3.15389 1.61734
C -2.03007 -1.62797 0.19922
C -2.96635 -2.20402 1.24032
C 1.77523 1.40004 -0.87976
*
```

Löwdin atomic charge list, values in e, 4 entries: number 1, H, carries 0.0605; number 2, H, carries 0.0944; number 3, H, carries 0.1152; number 4, H, carries 0.1213

Entry 8:
Density functional theory data (wB97M-V/def2-TZVPD) for 2 unconnected molecules or ions with the total composition C5H15N3.

LUMO level, hartree: 0.03410
Strongest force on any atom, hartree/bohr: 0.04400
ΔE to the lowest compared entry with this formula, charge and spin, kcal/mol: 38.8
Calculated total energy, hartree: -363.72523

```
! wB97M-V def2-TZVPD RIJCOSX def2/J DEFGRID3
* xyz 0 1
H -2.51348 -0.49173 1.21045
H -0.93702 2.96749 0.63758
N -2.15071 -0.41456 -1.19829
H 0.54982 -2.35560 1.68940
N -1.70560 0.09823 1.07124
H -1.80101 0.95643 1.59542
H -2.30924 -1.37256 -0.91182
C -0.08530 2.40599 0.24959
H 2.93364 -0.90162 -0.62989
H 2.28410 -2.18246 1.35039
H 0.46711 2.00712 1.10545
H 1.48994 0.35758 -0.67973
H 1.29913 -0.75307 1.72789
H 1.78455 -0.83810 -1.96375
H -1.78019 -0.38263 -2.13766
C -0.51377 1.29242 -0.66892
C -1.36501 0.30712 -0.27592
N 1.01530 -1.63071 -0.20496
H -0.45685 1.50281 -1.72773
H 0.04930 -1.22390 -0.28498
C 1.30240 -1.72660 1.21739
H 0.55331 3.10515 -0.28436
C 1.88958 -0.72678 -0.88678
*
```

Löwdin atomic charge list, values in e, 4 entries: number 1, H, carries 0.0874; number 2, H, carries 0.0681; number 3, N, carries 0.0919; number 4, H, carries 0.0693